242
Properties=species:S:1:pos:R:3:lowdin_charge:R:1 method="wB97M-V/def2-TZVPD" homo_ev=-8.29 max_force_ev_per_a=4.73 orbital_gap_ev=8.7 total_charge=0
H -16.099 22.928 12.488 0.0994
C -18.581 22.064 16.485 -0.0233
H -13.616 23.078 13.003 0.0876
H -18.992 21.486 17.320 0.0550
C -10.550 20.590 17.779 -0.1555
C -16.379 19.670 20.371 -0.2138
H -13.924 31.764 15.324 0.0934
H -18.547 28.625 12.580 0.0954
C -13.411 25.557 15.451 -0.2438
O -8.560 25.857 14.919 -0.2110
H -9.571 27.879 20.876 0.0607
C -6.367 22.398 23.931 -0.2055
H -21.651 23.579 18.960 0.0816
H -5.303 28.115 17.881 0.1052
H -20.760 22.532 17.993 0.0545
H -7.020 20.660 18.514 0.0801
H -10.092 26.086 13.531 0.0853
H -16.561 18.308 12.326 0.0842
C -19.642 20.505 23.281 -0.2465
H -6.998 18.944 19.123 0.0770
H -4.635 22.779 21.945 0.1235
C -10.157 25.949 18.985 -0.1321
C -13.747 22.075 12.529 -0.0730
H -20.296 20.100 24.016 0.1097
H -10.395 20.647 24.787 0.0968
H -8.822 27.292 22.409 0.0688
H -16.494 22.542 10.790 0.1299
C -7.741 22.538 24.633 -0.2273
C -6.474 27.015 14.991 -0.2113
H -16.592 19.775 17.665 0.0947
H -7.200 16.384 15.056 0.1201
H -10.438 21.668 11.829 0.0895
C -8.162 23.295 17.186 -0.0863
H -12.337 25.475 15.703 0.0972
H -18.855 21.953 19.314 0.0992
H -10.874 22.618 21.265 0.0677
O -8.612 21.456 24.330 -0.2153
H -18.799 23.587 11.432 0.1301
H -8.420 27.217 18.790 0.1235
C -17.287 19.116 12.190 -0.1344
H -17.837 21.414 15.956 0.0775
O -13.948 22.100 15.621 -0.3868
C -5.150 27.747 16.868 -0.2222
H -7.489 22.577 25.675 0.1101
H -3.677 24.177 16.756 0.0820
H -6.191 26.392 21.578 0.0875
C -4.063 26.664 16.948 -0.1871
H -14.370 22.544 17.658 0.0603
C -13.671 26.080 14.052 -0.2081
H -14.275 21.436 18.983 0.0811
H -8.211 23.487 24.261 0.1103
H -11.671 24.815 22.474 0.0844
H -18.028 19.120 13.011 0.0918
H -20.870 26.183 17.356 0.0777
H -14.933 19.469 18.280 0.0738
H -14.730 25.929 13.933 0.1075
C -16.842 23.738 16.000 -0.0299
H -18.408 21.177 11.556 0.1251
H -17.374 23.846 15.031 0.0903
H -12.857 27.746 11.935 0.1191
H -10.332 24.934 14.892 0.0703
C -12.400 21.387 12.482 -0.5237
H -9.402 21.108 26.248 0.0849
H -19.174 25.545 15.575 0.1059
H -2.354 24.887 17.579 0.0938
C -18.302 22.867 19.478 -0.1692
O -17.472 27.428 11.233 -0.1842
N -18.830 24.491 17.152 -0.0453
C -21.067 23.551 18.049 -0.0185
H -16.609 23.937 18.691 0.1282
C -8.153 26.246 20.623 -0.4972
H -21.300 23.338 23.057 0.0832
N -17.883 23.832 11.856 -0.0615
C -17.349 19.478 21.533 -0.1857
H -11.673 18.371 17.295 0.1300
C -19.152 24.120 19.502 -0.1382
H -8.366 20.886 13.414 0.1011
N -13.098 27.395 14.005 -0.0564
O -13.354 19.268 15.492 -0.2681
C -16.942 22.711 11.804 -0.2277
H -8.286 27.949 14.607 0.1198
H -18.094 26.285 12.905 0.1300
H -10.193 18.140 16.313 0.1053
H -8.532 17.083 15.885 0.0909
H -12.002 29.640 13.289 0.1121
H -7.522 24.096 22.413 0.0726
H -16.295 25.141 11.795 0.1149
H -19.240 28.548 10.901 0.0884
C -19.848 24.484 18.160 -0.5488
H -19.462 26.552 18.329 0.0842
O -13.813 30.140 14.097 -0.1996
H -16.493 20.906 22.797 0.0865
C -7.707 18.532 14.539 -0.1950
C -18.203 20.330 23.598 -0.2065
O -4.286 25.618 17.950 -0.1771
H -11.338 26.332 21.653 0.0836
C -17.528 21.380 12.200 -0.2355
C -5.431 21.499 20.442 -0.2476
H -12.299 20.180 18.975 0.1351
H -7.993 28.345 21.341 0.0658
O -12.133 20.895 13.772 -0.3022
C -20.340 25.914 18.272 -0.0455
H -10.788 26.810 19.207 0.1016
H -9.155 22.660 21.219 0.0857
O -11.629 22.943 15.342 -0.3328
N -8.176 19.775 15.184 -0.0460
C -8.237 22.245 15.088 -0.1841
O -6.201 20.279 20.395 -0.1897
C -8.687 27.541 21.369 0.0066
O -7.739 22.129 16.436 -0.2010
O -12.542 21.794 17.803 -0.2303
H -6.310 27.015 19.889 0.0898
H -4.808 28.625 16.245 0.1355
H -8.467 18.270 13.764 0.1297
V -12.412 21.570 15.371 0.8688
H -7.880 23.121 14.597 0.1124
C -10.013 23.155 21.669 -0.0134
H -10.262 25.745 17.938 0.0879
H -13.788 24.525 15.559 0.1014
C -5.182 21.844 21.834 -0.1931
H -12.286 31.591 14.762 0.0901
H -19.431 22.168 15.750 0.0976
H -16.031 23.045 15.909 0.0514
H -5.839 15.820 16.800 0.0709
C -12.195 18.426 15.260 -0.1443
C -21.181 22.315 23.424 -0.1096
H -14.263 19.049 13.760 0.0970
H -15.379 19.768 20.798 0.1244
H -7.382 16.158 17.667 0.1017
O -19.537 24.676 15.852 -0.0480
H -4.474 21.433 19.884 0.1314
H -16.694 20.599 19.889 0.0944
H -6.790 26.620 16.975 0.0799
H -13.438 27.929 14.789 0.0984
H -5.832 26.138 14.884 0.1117
O -16.590 20.325 12.030 -0.1871
C -13.333 31.457 14.431 -0.1088
C -10.566 24.687 19.814 -0.1128
C -17.262 23.112 18.371 -0.1344
C -11.692 21.044 18.603 -0.2118
H -5.732 21.617 24.378 0.1135
C -6.409 16.541 17.314 -0.1002
H -5.905 23.387 24.091 0.1242
H -11.774 22.479 10.911 0.0801
H -5.792 16.812 18.128 0.0687
H -5.928 27.860 14.541 0.1244
H -4.738 21.005 22.426 0.1302
O -6.621 17.677 16.471 -0.2094
C -15.940 19.045 18.198 -0.1082
H -18.562 25.031 19.763 0.1333
H -19.969 24.002 20.190 0.1011
H -13.287 30.247 12.151 0.1273
C -18.042 26.311 11.800 -0.2845
H -7.046 21.181 22.397 0.1158
H -10.133 20.277 15.864 0.0692
C -13.472 28.121 12.778 -0.1744
H -11.413 21.618 19.524 0.1218
H -21.985 21.821 22.790 0.1005
H -17.763 29.510 11.219 0.0859
H -9.855 21.413 17.691 0.1025
H -17.187 25.045 10.286 0.1236
C -10.021 24.629 21.235 -0.5174
H -5.490 19.721 18.484 0.0993
H -17.906 21.402 13.225 0.1157
C -7.857 20.953 14.338 -0.1633
H -12.824 26.151 17.896 0.0722
N -10.966 20.177 16.426 -0.0640
H -6.815 21.100 14.146 0.1072
H -19.914 20.027 22.346 0.1155
C -9.950 25.933 14.601 -0.0924
H -14.263 22.150 11.551 0.0867
H -13.530 32.169 13.647 0.0718
C -11.149 18.692 16.370 -0.1237
C -13.870 25.976 17.668 -0.1050
H -11.603 24.495 19.924 0.0974
C -17.299 25.075 11.374 -0.2106
H -16.963 18.630 22.043 0.1048
H -15.208 19.789 15.037 0.0975
H -10.393 26.780 15.096 0.0774
H -6.019 22.342 20.077 0.1150
H -12.558 20.549 11.754 0.1516
O -19.843 21.901 23.160 -0.1951
H -11.162 23.252 12.316 0.0778
N -17.367 20.656 22.433 -0.0273
C -6.440 19.871 19.049 -0.0963
H -6.393 25.215 20.290 0.0685
C -17.881 23.362 17.002 -0.5072
C -13.700 22.227 18.466 -0.0924
H -6.727 18.770 14.039 0.1308
H -7.876 23.123 18.201 0.0733
C -6.639 26.213 20.591 -0.0292
H -16.607 22.255 18.296 0.0841
H -14.111 24.927 17.980 0.0821
H -8.073 25.568 18.520 0.0967
C -8.668 26.224 19.194 -0.1454
C -13.057 29.596 13.036 -0.2400
H -10.206 22.369 25.281 0.0744
H -3.128 27.227 17.118 0.1257
H -4.018 26.184 15.954 0.1068
N -8.590 24.962 21.212 -0.0779
H -19.019 26.279 11.423 0.0997
H -10.383 25.721 23.044 0.0816
C -14.487 18.996 14.823 -0.1419
N -6.536 22.078 22.504 -0.0601
H -14.488 26.656 18.219 0.0887
H -16.485 24.703 16.326 0.0846
O -16.449 18.572 19.439 -0.1564
C -18.301 28.589 11.489 -0.0841
N -6.459 27.379 16.399 -0.0632
H -17.887 18.883 11.281 0.0930
H -9.349 22.276 15.129 0.0970
H -21.020 26.104 19.114 0.0920
H -11.647 18.788 14.342 0.1305
H -15.832 18.216 17.537 0.0679
H -10.295 23.841 19.234 0.0829
O -8.083 24.902 22.569 -0.0680
H -3.426 23.835 18.446 0.0631
H -18.078 20.997 24.431 0.1235
H -21.388 22.115 24.462 0.0770
H -13.128 25.443 13.317 0.1242
H -14.582 27.993 12.568 0.1289
C -3.404 24.588 17.716 -0.1491
H -9.972 23.088 22.756 0.0704
H -12.618 17.438 15.236 0.1210
H -10.033 19.802 18.312 0.1299
H -17.777 22.904 20.444 0.1133
H -14.380 21.494 13.211 0.0598
C -11.376 22.273 11.892 -0.0571
H -18.319 19.305 21.122 0.1101
H -14.877 18.035 15.131 0.0914
C -7.579 17.328 15.432 -0.2014
H -13.570 23.067 19.122 0.0808
H -9.242 23.453 17.098 0.0797
C -10.887 25.471 22.119 -0.0251
O -14.157 26.307 16.359 -0.1760
C -7.855 26.973 14.418 -0.2373
H -7.910 26.883 13.306 0.1313
H -7.689 19.845 16.078 0.1009
H -21.686 23.785 17.215 0.0731
H -18.050 19.294 23.850 0.1075
C -9.730 21.403 25.247 -0.0867
H -7.781 24.237 16.833 0.0627